# 1
Formula: C8H14N5O2S
Source: the OMol25 dataset
Level of theory: ωB97M-V/def2-TZVPD

```
30
Properties=species:S:1:pos:R:3:forces:R:3
C -0.59440 -2.94598 -1.18851 -0.744 1.232 -0.480
C -0.25699 -1.83884 -2.39361 0.995 -0.281 1.092
S -1.87237 -0.83776 -2.58258 0.761 0.361 0.143
C -1.61389 0.93608 -2.04083 0.582 1.032 -0.015
C -1.63684 1.18121 -0.41984 -0.717 0.647 0.890
N -2.76273 2.00526 0.16419 6.275 -3.704 2.776
N -2.46726 1.98750 1.53897 2.523 -2.192 -3.104
N -1.29603 1.25994 1.77893 -1.780 1.401 -0.611
N -0.67396 0.71413 0.64953 -6.294 3.322 -2.906
N 0.45472 -0.07744 0.51634 1.729 1.433 1.305
C 1.68592 0.70044 0.11678 7.409 -1.728 1.006
C 1.74060 2.13820 -0.66379 0.106 -0.029 -0.955
O 2.88694 0.12191 0.39583 -8.407 3.270 -1.540
C 0.65084 -0.88470 1.78285 -1.504 -8.341 2.794
C 1.33855 -0.32743 3.18186 -0.018 0.289 -0.481
O 0.19987 -2.16866 1.83398 2.801 9.143 -0.983
H -1.37014 -3.70051 -1.64372 1.756 1.232 1.000
H 0.36732 -3.44472 -0.74183 -2.017 0.905 -0.989
H -1.19707 -2.32026 -0.37082 1.579 -1.638 -1.603
H 0.62861 -1.11462 -2.09650 -1.859 -1.455 -0.547
H 0.05191 -2.35014 -3.39982 -0.927 1.108 1.839
H -0.64829 1.37209 -2.57508 -1.871 -0.834 1.552
H -2.52790 1.56616 -2.48093 1.932 -1.516 1.258
H -0.98476 1.16013 2.76972 -0.127 -0.070 -1.139
H 2.42050 1.96781 -1.63020 -1.475 0.080 2.246
H 2.30838 2.99221 -0.05260 -1.426 -2.247 -0.962
H 0.71524 2.53450 -1.06335 1.891 -0.782 1.050
H 2.01895 0.60461 2.98459 -1.236 -1.906 0.365
H 1.94769 -1.21572 3.69457 -1.460 2.002 -1.458
H 0.48660 -0.01542 3.93588 1.524 -0.735 -1.542
```
Forces are in eV/Å.

Its gap between HOMO and LUMO is 0.25175 Eh. Its net charge is +1. The highest occupied orbital energy is -12.45 eV. The SMILES is CCSCc1nn[nH][n+]1N(C(C)=O)C(C)=O. The total energy is -1135.04986 Eh.

Atomic partial charges in e from the Löwdin method, atoms 1 to 2: -0.188 -0.477

---

# 2
Formula: C8H14NO
Source: the OMol25 dataset
Level of theory: ωB97M-V/def2-TZVPD

```
24
Properties=species:S:1:pos:R:3:forces:R:3
C 2.49553 -0.05385 -1.21989 0.123 0.033 0.361
C 3.58130 0.37748 -0.28508 0.017 -0.016 0.221
C 2.94837 -0.02166 1.05648 0.416 0.151 0.130
C -1.59365 -1.19491 -0.17987 0.224 0.400 -0.002
C -1.77954 1.19108 -0.05805 0.169 -0.516 -0.038
C -2.34703 -0.05680 0.04873 -0.117 -0.029 0.017
C -2.08115 -2.55265 -0.04817 -0.268 -0.255 0.034
C -2.46192 2.44324 0.21888 -0.259 0.279 0.135
N 1.48347 -0.54597 -0.63729 -0.178 0.080 -0.915
O 1.64989 -0.54919 0.71934 -0.289 -0.103 0.611
H 2.52732 0.03074 -2.28894 -0.108 -0.054 -0.272
H 4.51336 -0.14801 -0.49368 -0.005 0.038 0.016
H 3.77277 1.44894 -0.36741 0.017 -0.057 -0.020
H 3.50194 -0.80603 1.57698 -0.039 0.101 -0.071
H 2.79534 0.82196 1.73308 0.067 -0.088 -0.083
H -0.54880 -1.07569 -0.46266 0.056 0.108 -0.070
H -0.74204 1.24867 -0.36351 0.185 -0.084 -0.060
H -3.38518 -0.15217 0.33715 -0.098 0.015 0.060
H -3.11667 -2.62255 0.26811 -0.052 -0.028 0.015
H -1.43115 -3.10216 0.63859 0.074 0.012 0.083
H -1.94191 -3.07496 -1.00096 0.021 0.025 -0.084
H -2.53562 3.02400 -0.70707 0.029 -0.009 -0.089
H -1.84848 3.06310 0.87860 0.013 -0.020 0.031
H -3.45613 2.30739 0.63663 0.002 0.017 -0.012
```
Forces are in eV/Å.

The relative energy (zero: lowest compared OMol25 entry of this formula, charge and spin) is 3.399 eV. Its gap between HOMO and LUMO is 0.25172 Eh. Its net charge is +1. The highest occupied orbital energy is -12.60 eV. The total energy is -442.86194 Eh.

Atomic partial charges in e from the Löwdin method, atoms 1 to 2: -0.115 -0.113

---

# 3
Formula: C8H14NO
Source: the OMol25 dataset
Level of theory: ωB97M-V/def2-TZVPD

```
24
Properties=species:S:1:pos:R:3:forces:R:3
C 0.33852 -2.50390 1.95636 0.540 -0.068 -0.193
N -0.41509 -1.75814 0.88197 0.862 -1.068 0.972
H 0.24856 -1.37972 0.20460 -0.159 0.612 -0.049
H -1.01176 -2.42115 0.39401 -0.501 0.326 0.028
H -0.90155 -1.02221 1.40106 -0.391 0.268 -0.808
H -0.36890 -2.86002 2.68439 -0.251 -0.069 0.233
H 1.04859 -1.82154 2.42116 -0.138 0.017 -0.060
H 0.87803 -3.34611 1.53115 -0.063 0.060 -0.122
C 1.13130 0.80890 -2.95816 -0.371 1.702 0.131
C -0.77526 1.27109 0.91984 0.580 -0.187 -0.290
C 0.61225 1.14214 0.81564 -0.641 0.541 -0.494
C -1.52309 1.19641 -0.24016 -0.314 -0.114 -0.524
C 1.20977 0.99633 -0.43175 0.607 -0.127 0.733
C -0.90440 0.96072 -1.46649 0.088 -0.273 -0.008
C 0.47979 0.90392 -1.61215 -0.184 -0.252 0.310
O -1.28951 1.16220 2.18235 -0.007 -0.246 0.773
H -1.97919 1.76595 2.47957 -0.035 0.170 -0.581
H 1.21009 1.26576 1.69555 0.241 -0.156 0.390
H -2.59850 1.28548 -0.26367 -0.179 -0.119 0.391
H 2.29435 0.92355 -0.38799 -0.061 0.097 -0.507
H -1.52343 0.69462 -2.31539 -0.089 0.502 -0.111
H 1.33967 1.85187 -3.25925 0.251 -0.198 0.219
H 0.39881 0.55920 -3.72833 0.445 -0.920 0.040
H 2.10097 0.32464 -2.90434 -0.230 -0.499 -0.474
```
Forces are in eV/Å.

The relative energy (zero: lowest compared OMol25 entry of this formula, charge and spin) is 0.266 eV. Its gap between HOMO and LUMO is 0.33273 Eh. Its net charge is +1. The highest occupied orbital energy is -12.29 eV. The total energy is -442.97709 Eh.

Atomic partial charges in e from the Löwdin method, atoms 1 to 2: 0.005 0.166

---

# 4
Formula: C8H14NO3
Source: the OMol25 dataset
Level of theory: ωB97M-V/def2-TZVPD

```
26
Properties=species:S:1:pos:R:3:forces:R:3
C 1.95399 -0.50081 1.41874 -0.207 3.429 1.744
C 0.78518 0.93523 0.42374 -3.037 2.369 0.205
C 1.15310 -0.66164 0.13728 -2.407 1.340 -2.486
C -0.54140 1.73090 0.88113 1.896 -3.534 0.520
C 1.90380 -0.81539 -1.17237 0.849 1.265 0.025
C -0.99433 1.58854 2.28344 0.352 -0.054 -0.269
C -1.13603 -1.27318 -0.76795 0.205 -2.229 -0.185
C -0.02107 -1.59753 0.23643 -0.305 0.729 -0.169
N -1.15528 2.48702 -0.04402 -0.384 0.098 -0.052
O 2.61098 -1.21421 2.10867 -0.340 0.116 -0.607
O 1.30235 1.84091 -0.46552 1.704 -1.506 -0.090
O 1.60853 0.83986 1.59920 2.411 -2.683 1.500
H 1.24258 -0.33845 -1.95299 0.643 -0.698 0.678
H 2.04730 -1.87550 -1.35598 0.342 0.055 -0.373
H 2.89090 -0.21538 -1.19278 -1.324 -1.253 -0.048
H -0.28217 2.22520 2.83150 -1.042 0.389 0.624
H -0.71417 0.60234 2.65692 -0.553 -0.202 0.054
H -2.09775 1.77767 2.37285 1.226 0.020 0.358
H -1.44256 -0.27780 -0.69441 -0.437 1.578 -0.219
H -2.02084 -1.93675 -0.67688 0.575 0.380 0.620
H -0.74319 -1.58604 -1.70570 0.142 0.517 -1.284
H 0.39470 -2.53974 0.05667 0.197 -1.838 -0.203
H -0.52498 -1.59734 1.15893 -0.081 0.095 1.728
H -1.73091 3.26600 0.34046 1.003 -0.638 -1.178
H -0.49791 2.49957 -0.81839 -1.053 1.525 -0.480
H 2.22624 1.55024 -0.61794 -0.371 0.728 -0.418
```
Forces are in eV/Å.

The relative energy (zero: lowest compared OMol25 entry of this formula, charge and spin) is 0.000 eV. Its gap between HOMO and LUMO (spin up / spin down) is 0.21066 / 0.17906 Eh. Its net charge is +1. Its spin multiplicity is 3. The highest occupied orbital energy (spin up / spin down) is -9.79 / -14.63 eV. The total energy is -593.24209 Eh.

Atomic partial charges in e from the Löwdin method, atoms 1 to 2: -0.240 -0.345

---

# 5
Formula: C8H14NO3P
Source: the OMol25 dataset
Level of theory: ωB97M-V/def2-TZVPD

```
27
Properties=species:S:1:pos:R:3:forces:R:3
C -2.92073 -2.32826 -2.38647 -1.052 2.827 2.344
C -2.33852 -1.08538 -1.67052 -2.299 0.666 -2.398
C -1.47435 -1.28266 -0.48814 1.262 -1.096 3.422
N -0.74866 -0.06605 -0.25222 0.775 0.088 -0.814
C -0.57961 0.44664 0.88322 0.159 1.041 -1.341
C 0.25118 1.64412 0.95452 1.420 2.375 1.216
C 0.76750 2.47140 1.98828 -2.381 -3.999 1.736
C 1.66807 3.35841 1.48099 -0.002 -0.468 -3.247
C 1.65673 3.12245 0.09484 0.504 1.491 0.035
O 0.81685 2.12326 -0.19251 -0.344 -0.131 -0.271
H -2.19867 -2.90627 -2.81119 1.655 -1.993 -1.101
H -3.54917 -2.72389 -1.64319 -0.359 -1.889 1.050
H -3.67760 -1.98394 -3.03798 -0.318 0.421 -1.519
H -3.29861 -0.51789 -1.38343 1.672 -0.326 -0.154
H -1.85576 -0.49896 -2.50393 -0.015 -0.182 1.355
H -2.00144 -1.49508 0.52483 -0.081 -0.172 -1.684
H -0.69462 -2.16018 -0.50110 -1.288 1.464 -0.667
H -1.03855 0.11908 1.78359 -0.381 -0.517 1.041
H 0.58907 2.22090 3.08025 0.153 0.624 -1.545
H 2.28298 3.94951 2.06415 1.035 1.413 0.616
H 2.08505 3.69410 -0.80558 -0.612 -1.259 1.742
O 2.50515 -0.27105 -0.42309 0.438 -0.394 -0.003
P 2.19780 -0.62969 1.14046 1.518 0.342 0.932
O 3.12000 -1.97370 1.48712 -0.027 -0.944 0.596
H 2.33789 -0.95354 -1.06868 -0.477 -0.294 -0.277
H 3.28818 0.30058 1.46727 -1.006 -0.246 0.288
H 2.80985 -2.57391 2.21850 0.050 1.157 -1.353
```
Forces are in eV/Å.

The relative energy (zero: lowest compared OMol25 entry of this formula, charge and spin) is 2.224 eV. Its gap between HOMO and LUMO is 0.32214 Eh. The highest occupied orbital energy is -8.12 eV. The SMILES is CCC/N=C/c1ccco1.OPO. The total energy is -934.97634 Eh.

Atomic partial charges in e from the Löwdin method, atoms 1 to 2: -0.101 -0.268

---

# 6
Formula: C8H14O
Source: the OMol25 dataset
Level of theory: ωB97M-V/def2-TZVPD

```
23
Properties=species:S:1:pos:R:3:forces:R:3
C 2.02057 1.22003 1.07708 -0.021 1.842 1.851
C 0.74886 1.04551 1.03679 -3.283 -0.144 2.481
O -0.05586 1.55402 2.34377 0.683 -0.872 -1.823
C -0.63460 0.71075 1.36435 -0.145 -0.140 -1.048
C -0.91340 -0.71576 1.80408 0.076 0.193 -0.046
C -1.74554 1.34790 0.54730 -0.056 -0.147 0.312
H 1.95755 1.81800 2.07041 2.324 -0.698 -1.778
H 2.74374 1.02918 0.30958 0.363 -0.018 0.218
H -1.09656 -1.35394 0.93986 -0.008 0.003 -0.045
H -1.80175 -0.72474 2.43463 -0.054 0.013 0.036
H -0.07267 -1.11105 2.37111 -0.001 0.027 0.011
H -2.02119 0.73025 -0.30659 0.162 0.027 -0.070
H -1.46158 2.34808 0.22564 0.016 -0.049 -0.048
H -2.62851 1.42603 1.18121 -0.053 0.069 0.097
C -0.14405 0.08056 -2.39871 0.284 -0.201 -0.496
C 0.76138 -0.60350 -1.71573 -0.132 0.189 0.130
C 0.92088 -2.08582 -1.68803 0.134 -0.027 -0.004
H -0.80037 -0.41566 -3.10041 -0.243 -0.105 0.070
H -0.17173 1.15934 -2.40458 -0.009 0.110 0.186
H 1.44685 -0.04621 -1.09392 0.114 0.012 0.058
H 0.78088 -2.47303 -0.67705 -0.130 -0.005 0.033
H 1.94297 -2.36043 -1.95730 -0.022 -0.031 -0.133
H 0.22415 -2.57952 -2.36351 0.002 -0.048 0.006
```
Forces are in eV/Å.

The relative energy (zero: lowest compared OMol25 entry of this formula, charge and spin) is 3.609 eV. Its gap between HOMO and LUMO is 0.38737 Eh. The highest occupied orbital energy is -9.62 eV. The SMILES is C=C1OC1(C)C.C=CC. The total energy is -388.30933 Eh.

Atomic partial charges in e from the Löwdin method, atoms 1 to 2: 0.062 -0.137